Record 1
This record from OMol25 describes a cluster of 4 separate species, C3H16NO4 in total at a distorted geometry. The level of theory is the ωB97M-V functional and the def2-TZVPD basis.

Its spin multiplicity is 1. Its total charge is +1. The HOMO energy comes out at -14.018 eV. The calculation puts the energy above the lowest of the compared OMol25 structures with the same formula, charge and spin at 56.7 kcal/mol. The value obtained for the LUMO energy is -2.66 eV.

CARTESIAN COORDINATES (ANGSTROEM)
O -0.364 -0.742 1.937
C -0.383 0.712 1.995
C -1.473 1.058 0.901
N -1.004 0.731 -0.545
C -2.056 1.173 -1.477
H -0.564 -1.125 2.694
H -0.659 0.828 3.017
H 0.644 1.000 1.808
H -1.700 2.117 0.801
H -2.272 0.398 1.201
H -0.870 -0.323 -0.656
H -0.103 1.243 -0.690
H -2.612 0.259 -1.870
H -1.617 1.562 -2.416
H -2.746 2.019 -1.235
H 2.059 0.879 -2.357
H 3.116 1.860 -1.986
O 2.216 1.555 -1.715
H 1.451 -1.160 -0.531
H 0.617 -2.310 -0.014
O 0.598 -1.330 -0.264
H 2.177 -4.168 0.187
H 3.186 -2.930 0.718
O 2.358 -3.307 0.498

Record 2
This record from OMol25 describes a cluster of 2 separate species, C4H9P in total at a distorted geometry. The level of theory is the ωB97M-V functional and the def2-TZVPD basis.

Its spin multiplicity is 1. Its total charge is 0. The HOMO energy comes out at -8.919 eV. The calculation puts the energy above the lowest of the compared OMol25 structures with the same formula, charge and spin at 85.9 kcal/mol. The value obtained for the LUMO energy is -0.12 eV.

CARTESIAN COORDINATES (ANGSTROEM)
C 0.072 -0.534 1.194
C 0.593 -0.076 -0.085
C 1.918 -0.459 -0.553
C -2.225 0.566 -0.386
P -0.977 -0.975 -0.280
H 0.677 -1.366 1.651
H -0.310 0.057 1.997
H 0.561 1.828 -0.380
H 1.836 -0.862 -1.495
H 2.438 -1.178 0.202
H 2.537 0.510 -0.716
H -2.345 0.684 -1.438
H -1.638 1.540 -0.043
H -3.138 0.264 0.333

Record 3
This record from OMol25 describes a cluster of 12 separate species, C13H50N16O12 in total at a distorted geometry. The level of theory is the ωB97M-V functional and the def2-TZVPD basis.

The SMILES is NC(N)=O.NC(N)=O.NC(N)=O.NC(N)=O.NC(N)=O.NC(N)=O.NC(N)=O.NC(N)=O.CCO.CO.CO.CO. Its spin multiplicity is 1. Its total charge is 0. The HOMO energy comes out at -7.756 eV. The calculation puts the energy above the lowest of the compared OMol25 structures with the same formula, charge and spin at 233.4 kcal/mol. The value obtained for the LUMO energy is -0.83 eV.

CARTESIAN COORDINATES (ANGSTROEM)
N 16.634 -2.527 -16.035
C 16.554 -2.381 -17.324
N 15.336 -2.434 -17.753
O 17.673 -2.019 -18.100
H 17.588 -2.549 -15.707
H 15.918 -2.557 -15.255
H 15.309 -2.586 -18.788
H 14.406 -2.572 -17.210
N 15.814 -5.100 -15.826
C 16.830 -5.924 -15.687
N 16.564 -7.219 -15.640
O 18.174 -5.479 -15.556
H 16.138 -4.109 -15.956
H 14.815 -5.318 -15.683
H 17.329 -7.892 -15.514
H 15.657 -7.680 -15.755
N 19.426 1.985 -15.830
C 19.395 0.748 -16.247
N 18.220 0.546 -16.844
O 20.352 -0.212 -15.970
H 20.287 2.348 -15.449
H 18.613 2.665 -16.024
H 18.165 -0.354 -17.393
H 17.467 1.280 -17.001
N 19.146 -2.525 -15.020
C 18.864 -2.564 -13.725
N 18.267 -1.552 -13.177
O 19.119 -3.794 -13.040
H 19.298 -3.425 -15.470
H 19.644 -1.778 -15.435
H 17.892 -1.675 -12.208
H 17.872 -0.779 -13.748
N 16.855 0.320 -14.503
C 16.929 1.250 -13.573
N 17.859 2.122 -13.744
O 16.083 1.256 -12.446
H 16.158 -0.492 -14.552
H 17.307 0.355 -15.435
H 18.119 2.834 -13.077
H 18.613 1.925 -14.445
N 19.154 -7.485 -13.844
C 19.533 -7.433 -12.591
N 19.993 -6.241 -12.287
O 19.591 -8.495 -11.628
H 18.731 -8.348 -14.142
H 19.203 -6.685 -14.480
H 20.495 -6.273 -11.395
H 19.873 -5.344 -12.713
N 17.388 -1.647 -10.723
C 16.138 -1.865 -10.553
N 15.474 -0.867 -10.884
O 15.636 -3.018 -10.000
H 17.957 -2.436 -10.320
H 17.821 -0.748 -10.622
H 14.433 -0.905 -10.657
H 15.871 0.011 -11.210
N 20.475 -0.065 -13.159
C 21.442 -0.095 -12.309
N 21.139 -0.430 -11.093
O 22.722 0.256 -12.608
H 20.614 0.195 -14.184
H 19.620 -0.685 -13.103
H 21.784 -0.446 -10.315
H 20.161 -0.369 -10.810
C 19.418 0.302 -8.552
C 18.502 1.211 -9.327
O 18.630 0.784 -10.662
H 20.480 0.471 -8.700
H 19.311 -0.756 -8.871
H 19.200 0.221 -7.530
H 18.754 2.251 -9.189
H 17.478 1.007 -9.029
H 18.394 1.502 -11.303
C 15.207 -3.417 -13.229
O 15.280 -2.078 -13.473
H 16.105 -3.990 -13.330
H 14.615 -3.860 -13.978
H 14.683 -3.651 -12.255
H 15.358 -1.656 -12.600
C 22.099 -3.541 -12.529
O 21.481 -3.325 -11.270
H 21.615 -2.943 -13.257
H 21.991 -4.586 -12.855
H 23.123 -3.209 -12.576
H 21.354 -2.368 -11.181
C 18.570 -4.563 -9.889
O 19.260 -3.327 -9.812
H 18.311 -4.723 -11.000
H 17.642 -4.529 -9.296
H 19.182 -5.355 -9.459
H 20.088 -3.424 -10.347

The gap between HOMO and LUMO results, record by record, are as follows: 11.36 8.80 6.93 eV.